Entry one
Density functional theory data (wB97M-V/def2-TZVPD) for one molecule with the formula C7H14N.

Structure (XYZ):
```
22
C7H14N, DFT wB97M-V/def2-TZVPD
C 0.333 -1.353 1.203
C 0.486 0.014 0.822
C -0.215 0.544 -0.310
C -1.101 1.549 -0.228
C -1.495 2.488 0.882
C 1.291 -0.307 -1.932
C 0.104 0.191 -1.685
N 0.518 -2.341 0.052
H -0.894 -1.560 1.544
H 0.973 -1.784 2.024
H 1.403 0.418 0.727
H 0.235 0.600 1.833
H -1.663 1.704 -1.038
H -1.161 2.091 1.840
H -1.041 3.470 0.659
H -2.566 2.711 0.823
H 1.972 -0.649 -1.106
H 1.611 -0.560 -2.856
H -0.529 0.477 -2.518
H -0.359 -2.426 -0.590
H 1.330 -2.049 -0.644
H 0.769 -3.229 0.496
```

Calculated values
Spin multiplicity: 2

=====

Entry two
Density functional theory data (wB97M-V/def2-TZVPD) for one molecule with the formula C7H14N.

Structure (XYZ):
```
22
C7H14N, DFT wB97M-V/def2-TZVPD
C 0.476 0.754 2.272
C -0.323 0.055 1.192
C -0.166 0.629 -0.216
C -0.326 1.941 -0.409
C -1.151 -1.953 -2.846
C -0.873 -1.263 -1.509
C 0.003 -0.272 -1.352
N 1.922 0.447 2.072
H 0.119 0.519 3.273
H 0.237 1.815 2.197
H -1.403 0.062 1.399
H -0.082 -1.011 1.157
H -0.187 2.418 -1.371
H -0.504 2.640 0.401
H -1.341 -1.204 -3.608
H -0.326 -2.641 -2.982
H -2.085 -2.515 -2.791
H -1.523 -1.591 -0.703
H 0.597 0.082 -2.184
H 2.147 0.689 1.089
H 2.650 0.965 2.651
H 2.142 -0.566 2.270
```

Calculated values
Spin multiplicity: 2

=====

In terms of stability, entry two leads; the second structure lies 0.0793 hartree higher.

=====

Entry one
Density functional theory data (wB97M-V/def2-TZVPD) for one molecule with the formula C3H10N2.

Structure (XYZ):
```
15
C3H10N2, DFT wB97M-V/def2-TZVPD
C -0.375 -0.119 -0.025
C 0.104 0.325 -1.345
C 1.296 0.261 0.720
N -0.731 -1.462 0.073
N -1.350 0.689 0.552
H -1.674 0.373 1.455
H -1.098 1.668 0.581
H -1.083 -1.762 0.971
H -0.161 -2.087 -0.481
H 0.841 -0.314 -1.818
H 0.285 1.390 -1.451
H -0.960 0.101 -2.041
H 2.086 0.765 0.158
H 1.689 -0.708 1.043
H 1.132 0.879 1.608
```

=====

Entry two
Density functional theory data (wB97M-V/def2-TZVPD) for one molecule with the formula C3H10N2.

Structure (XYZ):
```
15
C3H10N2, DFT wB97M-V/def2-TZVPD
N 0.151 0.787 1.817
C -0.415 1.275 0.494
C -1.016 -0.016 -0.140
N -0.064 -1.089 -0.124
C 1.017 -0.929 -1.229
H 0.123 -0.229 1.938
H 0.998 1.143 2.040
H -1.190 2.119 0.635
H 0.372 1.659 -0.151
H -1.805 -0.373 0.556
H -1.315 0.208 -1.144
H -0.629 -1.956 -0.289
H 0.820 -1.593 -2.007
H 0.980 0.137 -1.637
H 1.973 -1.143 -0.760
```

=====

Entry three
Density functional theory data (wB97M-V/def2-TZVPD) for C3H10N2 as an isolated structure.

Structure (XYZ):
```
15
C3H10N2, DFT wB97M-V/def2-TZVPD
N 1.178 0.295 -1.391
C 0.448 1.053 -0.640
C 0.392 0.587 0.845
C -0.478 -0.655 1.064
N 0.060 -1.826 0.335
H 1.016 0.493 -2.382
H 0.475 -1.493 -0.530
H 0.549 2.142 -0.695
H -0.849 0.714 -0.962
H -0.113 1.348 1.443
H 1.425 0.518 1.197
H -0.407 -0.931 2.127
H -1.444 -0.470 0.588
H -1.643 0.778 -1.133
H -0.610 -2.553 0.133
```

=====

In terms of stability, entry two leads; the second structure lies 0.0190 hartree higher.

=====

Entry one
Density functional theory data (wB97M-V/def2-TZVPD) for one molecule with the formula C5H9N3O.

Structure (XYZ):
```
18
C5H9N3O, DFT wB97M-V/def2-TZVPD
C -1.172 -0.022 -0.967
C -0.787 0.864 0.215
C -0.857 -0.389 1.124
C -0.839 -1.310 -0.148
C 2.014 -0.352 0.177
H -0.579 0.075 -1.840
H -2.225 0.120 -1.312
H -1.494 1.665 0.524
H -1.888 -0.417 1.565
H -0.136 -0.507 1.953
H -1.575 -2.169 -0.233
H 2.828 -0.183 0.931
H 2.392 1.356 -0.558
H 0.283 2.267 -0.634
N 1.544 -1.524 0.203
N 1.549 0.772 -0.534
N 0.517 1.552 0.101
O 0.425 -1.798 -0.567
```

=====

Entry two
Density functional theory data (wB97M-V/def2-TZVPD) for C5H9N3O as an isolated structure.

Structure (XYZ):
```
18
C5H9N3O, DFT wB97M-V/def2-TZVPD
C -1.410 1.314 -0.062
C -0.203 0.563 -0.283
C 1.191 0.946 0.358
C 2.227 -0.095 0.054
C -0.436 -0.917 0.123
H -1.195 2.359 -0.047
H -2.350 1.141 0.886
H -2.019 1.437 -0.969
H -0.301 0.665 -1.436
H 1.575 1.917 0.371
H 1.015 0.731 1.551
H 2.552 -2.268 0.432
H -2.625 -0.690 -0.239
H -1.879 -2.445 -0.322
N 1.870 -1.440 -0.021
N 0.387 -1.974 -0.046
N -1.715 -1.459 -0.003
O 3.318 0.214 -0.349
```

=====

Entry three
Density functional theory data (wB97M-V/def2-TZVPD) for one molecule with the formula C5H9N3O.

Structure (XYZ):
```
18
C5H9N3O, DFT wB97M-V/def2-TZVPD
C -0.958 -1.011 -0.041
C 1.528 -1.549 0.148
N -1.818 0.066 0.354
C 0.678 0.860 0.072
C 0.455 -0.523 0.017
N 1.940 1.347 -0.339
C -0.921 1.612 0.263
O -2.963 0.130 -0.461
N 0.049 1.823 1.034
H -3.697 0.207 0.166
H 2.200 1.124 -1.289
H 2.078 2.321 -0.113
H -1.209 -1.424 -1.034
H -1.086 -1.826 0.690
H -1.674 2.327 -0.054
H 1.411 -2.093 1.092
H 1.470 -2.290 -0.655
H 2.516 -1.097 0.150
```

=====

In terms of stability, entry one leads; the second structure lies 0.0044 hartree higher.

=====

Entry one
Density functional theory data (wB97M-V/def2-TZVPD) for a 2-piece molecular cluster, C2H2N2O2S overall.

Structure (XYZ):
```
9
C2H2N2O2S, DFT wB97M-V/def2-TZVPD
C 1.482 -1.591 -0.654
C -1.601 1.012 -0.189
N 1.713 -2.698 -1.064
N -1.195 0.165 -1.019
O 1.438 -0.579 -0.081
O -0.961 -0.817 -1.611
S -2.236 0.112 1.161
H -1.513 2.107 -0.298
H 0.843 -3.197 -1.541
```

=====

Entry two
Density functional theory data (wB97M-V/def2-TZVPD) for one molecule with the formula C2H2N2O2S.

Structure (XYZ):
```
9
C2H2N2O2S, DFT wB97M-V/def2-TZVPD
C -1.485 1.062 0.357
C -0.975 -0.321 0.040
N -1.750 2.184 0.303
N 2.006 0.749 -1.121
O 2.574 -1.211 0.585
O 0.335 -0.608 0.525
S 1.789 -0.205 -0.077
H -1.511 -1.124 0.511
H -0.984 -0.526 -1.123
```

=====

In terms of stability, entry two leads; the second structure lies 0.0076 hartree higher.